1.
C4H6N2O2 as an isolated structure. Source: the OMol25 dataset; level of theory: ωB97M-V with the def2-TZVPD basis set.

Structure (ORCA input):
```
! RIJCOSX wB97M-V def2-TZVPD def2/J DEFGRID3
* xyz 0 1
C -1.3646 1.4038 -0.0971
C -1.7140 0.0995 -0.4582
C -0.7909 -1.1045 -0.0273
C 0.6709 -0.8936 -0.0729
H 0.6794 1.6533 0.4564
H -0.5601 3.0768 0.3378
H -2.2401 2.2457 -0.2193
H -2.7751 -0.2318 -0.3016
H 1.0494 -1.8226 0.3039
H 2.8255 0.9374 0.5816
N -0.3125 2.1029 0.3582
N 1.2980 0.1122 -0.1396
O -1.0641 -2.2709 0.3328
O 2.7284 -0.0287 -0.1773
*
```

2.
A 2-piece molecular cluster, C5H14NO2P overall. Source: the OMol25 dataset; level of theory: ωB97M-V with the def2-TZVPD basis set.

Structure (ORCA input):
```
! RIJCOSX wB97M-V def2-TZVPD def2/J DEFGRID3
* xyz 0 1
C -0.3412 -1.8729 -0.9314
C -1.8692 0.2530 -0.7939
C 0.4324 0.3102 1.7954
C -0.4358 -0.2618 -1.0371
C 0.6264 0.4374 -0.3332
N 0.4386 1.8452 -0.2808
O 3.2070 0.9028 0.3743
O 2.4198 -1.4452 0.3011
P 2.5039 -0.1514 -0.7072
H -0.4670 -2.1436 0.1453
H 0.5950 -2.1402 -1.4632
H -1.1847 -2.1719 -1.5713
H -1.6256 1.0360 -0.2250
H -2.4423 0.5333 -1.7057
H -2.4720 -0.4252 -0.2304
H 0.9205 -0.5820 2.2070
H -0.5894 0.3771 2.1260
H 1.0346 1.1002 2.1196
H -0.1978 -0.0971 -2.0596
H 1.3212 2.3343 -0.1420
H 2.9502 0.7460 1.2168
H 0.2309 2.0314 -1.2776
H 1.6904 -2.0913 0.1953
*
```

3.
A single C3H6O molecule. Source: the OMol25 dataset; level of theory: ωB97M-V with the def2-TZVPD basis set.

Structure (ORCA input):
```
! RIJCOSX wB97M-V def2-TZVPD def2/J DEFGRID3
* xyz 0 1
C 0.4245 -1.0136 -0.3062
C -0.1336 0.0790 0.6559
C -0.4945 1.2957 -0.1402
O 0.1944 2.3482 -0.2915
H -0.1484 -1.3067 -1.2462
H 0.7657 -1.8531 0.2470
H 1.3350 -0.5772 -0.6530
H -1.0650 -0.1843 0.9779
H 0.5883 -0.0699 1.4728
H -1.4663 1.2818 -0.7166
*
```

Output
SMILES string: CCC=O

4.
An isolated ion of composition C2H7N4O and charge +1. Source: the OMol25 dataset; level of theory: ωB97M-V with the def2-TZVPD basis set.

Structure (ORCA input):
```
! RIJCOSX wB97M-V def2-TZVPD def2/J DEFGRID3
* xyz 1 1
N -2.5247 0.0589 -0.0558
N -1.3177 -0.1469 0.4326
C -0.2006 0.6437 0.1464
C 1.0150 -0.3306 0.0949
N 2.2662 -0.0159 0.0794
N 0.5193 -1.5343 0.0511
O -0.8678 -1.7132 0.0853
H -2.6675 0.1156 -1.1440
H -3.1806 -0.5733 0.3904
H -0.0219 1.1319 1.1262
H -0.3752 1.4455 -0.5528
H 2.4919 0.9383 -0.0284
H 2.9904 -0.7964 0.1036
H 0.9381 -2.4307 0.1899
*
```

Output
SMILES string: NN1CC(=[NH2+])NO1

Q: Which orbital gap values were calculated for the entries above? A: 8.74 8.82 10.75 9.93, in eV.
Q: Which E_LUMO values were calculated for the entries above? A: 0.0 0.8 0.8 -3.4, in eV.
Q: Which relative energy (zero: lowest compared OMol25 entry of this formula, charge and spin) values were calculated for the entries above? A: 592.92 221.60 121.56 492.22, in kJ/mol.